Model 1:
DFT (ωB97M-V with the def2-TZVPD basis set) results for a structure of composition C27H21BN10O9V.

CARTESIAN COORDINATES (ANGSTROEM)
1 V 0.684 -0.189 -0.282
2 C 1.079 -4.335 0.582
3 C 1.595 -3.078 0.603
4 N 0.873 -2.277 -0.146
5 N -0.166 -3.003 -0.634
6 C -0.002 -4.306 -0.274
7 B -1.486 -2.449 -1.279
8 N -1.093 -1.470 -2.483
9 C -1.684 -1.226 -3.653
10 C -0.990 -0.200 -4.305
11 C -0.003 0.225 -3.354
12 N -0.091 -0.548 -2.289
13 N -2.176 -1.487 -0.237
14 C -3.462 -1.377 0.097
15 C -3.600 -0.162 0.776
16 C -2.248 0.439 0.770
17 N -1.437 -0.492 0.196
18 N -2.383 -3.614 -1.759
19 C -2.248 -4.255 -2.975
20 C -2.903 -5.464 -2.837
21 C -3.450 -5.455 -1.596
22 N -3.123 -4.376 -0.882
23 H 1.440 -5.244 1.069
24 H 2.498 -2.703 1.017
25 H -0.721 -5.056 -0.419
26 H -2.608 -1.781 -3.985
27 H -1.147 0.241 -5.305
28 H 0.776 0.975 -3.349
29 H -4.198 -2.057 -0.285
30 H -4.503 0.382 1.093
31 H -1.829 1.231 1.252
32 H -1.540 -3.980 -3.706
33 H -2.943 -6.378 -3.490
34 H -4.103 -6.167 -1.163
35 C -0.242 -1.185 5.829
36 C 0.546 -1.056 4.515
37 O 0.871 -2.050 3.899
38 C 0.964 0.390 4.117
39 C 1.488 1.080 5.251
40 C 1.879 2.383 5.027
41 C 1.780 2.971 3.708
42 C 1.438 2.243 2.649
43 C 1.033 0.956 2.815
44 O 0.791 0.118 1.756
45 H -0.800 -2.090 6.009
46 H -0.805 -0.234 5.997
47 H 0.491 -1.152 6.607
48 H 1.518 0.703 6.099
49 H 2.137 2.905 5.967
50 H 1.982 4.081 3.613
51 H 1.539 2.674 1.720
52 O 4.071 1.099 -2.202
53 C 3.003 1.130 -1.717
54 O 2.359 0.072 -1.220
55 C 2.211 2.437 -1.737
56 C 2.756 3.421 -2.544
57 C 2.202 4.730 -2.676
58 C 1.064 5.079 -1.925
59 C 0.501 4.051 -1.211
60 C 1.010 2.726 -1.056
61 O 0.396 1.842 -0.369
62 N -0.755 4.326 -0.414
63 O -1.787 3.946 -0.924
64 O -0.708 4.925 0.664
65 N 3.108 5.686 -3.212
66 O 4.088 5.331 -3.787
67 O 2.736 6.840 -3.029
68 H 3.733 3.221 -3.013
69 H 0.595 6.036 -1.975

Its HOMO energy (alpha / beta) is -0.29490 / -0.29052 Ha. The multiplicity is 4. The value obtained for the LUMO energy (alpha / beta) is -1.80 / -4.86 eV. As for the molar mass: 691.3 g/mol. The frontier orbital gap (alpha / beta) is 6.226 / 3.047 eV.

The net atomic charges from Mulliken, expressed in e, are: atom 1 (V): 0.59, atom 2 (C): -1.21, atom 3 (C): -0.33, atom 4 (N): 0.05, atom 5 (N): 0.62, atom 6 (C): -0.14, atom 7 (B): 0.69, atom 8 (N): 0.33, atom 9 (C): 0.08, atom 10 (C): -1.47, atom 11 (C): -0.18, atom 12 (N): 0.04, atom 13 (N): 0.26, atom 14 (C): 0.10, atom 15 (C): -1.38, atom 16 (C): -0.57, atom 17 (N): 0.31, atom 18 (N): 0.44, atom 19 (C): -0.38, atom 20 (C): -0.81, atom 21 (C): -0.26, atom 22 (N): -0.96, atom 23 (H): 0.40, atom 24 (H): 0.50, atom 25 (H): 0.41, atom 26 (H): 0.53, atom 27 (H): 0.35, atom 28 (H): 0.53, atom 29 (H): 0.51, atom 30 (H): 0.34, atom 31 (H): 0.60, atom 32 (H): 0.58, atom 33 (H): 0.33, atom 34 (H): 0.50, atom 35 (C): -1.40, atom 36 (C): 0.53, atom 37 (O): -0.51, atom 38 (C): 0.57, atom 39 (C): -1.16, atom 40 (C): -0.62, atom 41 (C): -0.81, atom 42 (C): -0.09, atom 43 (C): 0.05, atom 44 (O): -0.51, atom 45 (H): 0.36, atom 46 (H): 0.37, atom 47 (H): 0.39, atom 48 (H): 0.75, atom 49 (H): 0.30, atom 50 (H): 0.33, atom 51 (H): 0.53, atom 52 (O): -0.62, atom 53 (C): 0.06, atom 54 (O): -0.59, atom 55 (C): 0.50, atom 56 (C): -0.52, atom 57 (C): -0.27, atom 58 (C): -0.42, atom 59 (C): -0.24, atom 60 (C): 0.59, atom 61 (O): 0.12, atom 62 (N): 0.97, atom 63 (O): -0.53, atom 64 (O): -0.57, atom 65 (N): 0.97, atom 66 (O): -0.58, atom 67 (O): -0.60, atom 68 (H): 0.60, atom 69 (H): 0.60

---

Model 2:
DFT (ωB97M-V with the def2-TZVPD basis set) results for a structure of composition C27H21BN10O9V.

CARTESIAN COORDINATES (ANGSTROEM)
1 V -17.687 8.250 5.475
2 C -15.977 10.259 9.099
3 C -16.631 9.240 8.369
4 N -16.557 9.444 7.052
5 N -15.792 10.560 6.874
6 C -15.508 11.107 8.030
7 B -15.906 11.078 5.433
8 N -15.426 10.058 4.377
9 C -14.588 10.351 3.393
10 C -14.545 9.215 2.602
11 C -15.480 8.347 3.128
12 N -16.031 8.862 4.227
13 N -17.443 11.310 5.292
14 C -18.196 12.420 5.201
15 C -19.548 12.058 5.149
16 C -19.520 10.674 5.154
17 N -18.264 10.238 5.174
18 N -15.273 12.455 5.351
19 C -15.560 13.495 4.497
20 C -14.487 14.310 4.402
21 C -13.556 13.759 5.328
22 N -13.981 12.617 5.799
23 H -15.806 10.326 10.156
24 H -17.172 8.383 8.720
25 H -14.864 12.014 8.038
26 H -14.030 11.271 3.318
27 H -13.855 9.045 1.815
28 H -15.746 7.302 2.941
29 H -17.664 13.375 5.251
30 H -20.454 12.628 5.164
31 H -20.321 9.980 5.005
32 H -16.454 13.472 3.896
33 H -14.439 15.199 3.746
34 H -12.556 14.211 5.587
35 C -21.376 6.600 7.205
36 C -20.451 7.152 6.155
37 O -19.572 7.961 6.393
38 C -20.671 6.784 4.707
39 C -21.549 5.794 4.340
40 C -21.924 5.501 3.014
41 C -21.510 6.460 2.013
42 C -20.677 7.543 2.336
43 C -20.053 7.559 3.627
44 O -18.981 8.161 3.833
45 H -21.594 7.418 7.860
46 H -20.784 5.875 7.786
47 H -22.245 6.241 6.820
48 H -21.927 5.188 5.135
49 H -22.482 4.627 2.848
50 H -21.893 6.432 0.989
51 H -20.412 8.354 1.633
52 O -17.056 6.774 6.687
53 C -17.133 5.967 5.727
54 O -17.297 6.455 4.585
55 C -17.111 4.542 6.048
56 C -15.911 3.898 5.798
57 C -15.736 2.630 6.230
58 C -16.780 1.969 6.850
59 C -18.007 2.600 6.986
60 C -18.253 3.959 6.726
61 O -19.302 4.622 6.897
62 N -19.088 1.720 7.378
63 O -20.148 2.048 6.946
64 O -18.887 0.742 8.051
65 N -14.403 2.011 6.123
66 O -13.532 2.684 5.627
67 O -14.192 0.993 6.666
68 H -15.058 4.411 5.300
69 H -16.737 0.948 7.051

Its HOMO energy (alpha / beta) is -0.28173 / -0.28125 Ha. The multiplicity is 4. The value obtained for the LUMO energy (alpha / beta) is -1.13 / -3.87 eV. As for the molar mass: 691.3 g/mol. The frontier orbital gap (alpha / beta) is 6.539 / 3.780 eV.

The net atomic charges from Mulliken, expressed in e, are: atom 1 (V): 0.59, atom 2 (C): -1.35, atom 3 (C): -0.22, atom 4 (N): -0.15, atom 5 (N): 0.33, atom 6 (C): 0.09, atom 7 (B): 0.68, atom 8 (N): 0.34, atom 9 (C): -0.05, atom 10 (C): -1.42, atom 11 (C): -0.15, atom 12 (N): 0.03, atom 13 (N): 0.21, atom 14 (C): -0.09, atom 15 (C): -1.61, atom 16 (C): -0.23, atom 17 (N): 0.22, atom 18 (N): 0.26, atom 19 (C): -0.37, atom 20 (C): -0.89, atom 21 (C): -0.25, atom 22 (N): -1.02, atom 23 (H): 0.43, atom 24 (H): 0.49, atom 25 (H): 0.45, atom 26 (H): 0.39, atom 27 (H): 0.46, atom 28 (H): 0.56, atom 29 (H): 0.95, atom 30 (H): 0.42, atom 31 (H): 0.28, atom 32 (H): 0.72, atom 33 (H): 0.39, atom 34 (H): 0.37, atom 35 (C): -2.05, atom 36 (C): 0.90, atom 37 (O): -0.28, atom 38 (C): 1.31, atom 39 (C): -0.75, atom 40 (C): -1.00, atom 41 (C): -0.36, atom 42 (C): -0.89, atom 43 (C): 0.32, atom 44 (O): -0.11, atom 45 (H): 0.50, atom 46 (H): 0.33, atom 47 (H): 0.61, atom 48 (H): 0.45, atom 49 (H): 0.53, atom 50 (H): 0.39, atom 51 (H): 0.48, atom 52 (O): -0.70, atom 53 (C): 1.94, atom 54 (O): -0.74, atom 55 (C): -0.12, atom 56 (C): 0.05, atom 57 (C): -0.73, atom 58 (C): -0.78, atom 59 (C): -0.05, atom 60 (C): -0.01, atom 61 (O): -0.67, atom 62 (N): 1.01, atom 63 (O): -0.58, atom 64 (O): -0.66, atom 65 (N): 1.01, atom 66 (O): -0.65, atom 67 (O): -0.63, atom 68 (H): 0.48, atom 69 (H): 0.60

---

Order from most stable to least stable according to the calculation: model 2, model 1

---

Model 1:
DFT (ωB97M-V with the def2-TZVPD basis set) results for a cluster of 2 separate species, C3H2ClNO2S in total.

CARTESIAN COORDINATES (ANGSTROEM)
1 C 0.887 -0.285 -0.245
2 C -1.114 1.517 0.048
3 C 0.144 -1.358 -0.027
4 N -1.332 0.457 -0.499
5 O -0.721 2.327 0.768
6 O 2.706 0.272 1.366
7 S 1.952 0.833 0.254
8 Cl -0.221 -2.634 -1.111
9 H -0.493 -1.497 0.857
10 H -1.807 0.369 -1.411

Its HOMO energy (alpha / beta) is -0.34250 / -0.34259 Ha. The value obtained for the LUMO energy (alpha / beta) is -0.98 / -0.98 eV. As for the molar mass: 151.6 g/mol. The frontier orbital gap (alpha / beta) is 8.340 / 8.342 eV.

The net atomic charges from Mulliken, expressed in e, are: atom 1 (C): -0.10, atom 2 (C): 0.61, atom 3 (C): 0.07, atom 4 (N): -0.44, atom 5 (O): -0.39, atom 6 (O): -0.47, atom 7 (S): 0.31, atom 8 (Cl): -0.12, atom 9 (H): 0.30, atom 10 (H): 0.23

---

Model 2:
DFT (ωB97M-V with the def2-TZVPD basis set) results for a structure of composition C3H2ClNO2S.

CARTESIAN COORDINATES (ANGSTROEM)
1 C 0.611 -0.583 0.000
2 C 0.269 0.834 0.000
3 C 1.933 -0.753 0.000
4 N 1.183 1.711 0.000
5 O 3.369 1.173 -1.229
6 O 3.370 1.173 1.229
7 S 2.687 0.941 0.000
8 Cl 2.891 -2.109 0.000
9 H -0.147 -1.347 0.000
10 H -0.766 1.149 0.000

Its HOMO energy is -0.38827 Ha. The value obtained for the LUMO energy is -1.10 eV. As for the molar mass: 151.6 g/mol. The frontier orbital gap is 9.469 eV.

The net atomic charges from Mulliken, expressed in e, are: atom 1 (C): -0.44, atom 2 (C): 0.01, atom 3 (C): 0.34, atom 4 (N): -0.47, atom 5 (O): -0.53, atom 6 (O): -0.53, atom 7 (S): 0.96, atom 8 (Cl): -0.13, atom 9 (H): 0.38, atom 10 (H): 0.40

---

Order from most stable to least stable according to the calculation: model 2, model 1

---

Model 1:
DFT (ωB97M-V with the def2-TZVPD basis set) results for a structure of composition C4H9NO3S.

CARTESIAN COORDINATES (ANGSTROEM)
1 C 2.707 0.114 -0.667
2 C 2.417 0.710 0.673
3 C 1.703 -0.531 0.403
4 C -3.332 -0.546 0.069
5 N 0.456 -0.852 -0.088
6 O -1.391 0.507 -1.444
7 O -2.281 1.809 0.427
8 O -0.822 -0.165 0.871
9 S -1.934 0.547 -0.099
10 H 2.349 0.692 -1.472
11 H 3.690 -0.443 -0.841
12 H 3.392 0.678 1.389
13 H 1.844 1.552 0.741
14 H 2.037 -1.497 0.877
15 H -3.904 -0.238 0.950
16 H -4.019 -0.418 -0.755
17 H -2.973 -1.592 -0.059
18 H 0.061 -0.325 -0.974

Its HOMO energy is -0.36220 Ha. The value obtained for the LUMO energy is 0.23 eV. As for the molar mass: 151.2 g/mol. The frontier orbital gap is 10.091 eV.

The net atomic charges from Mulliken, expressed in e, are: atom 1 (C): -0.63, atom 2 (C): -0.41, atom 3 (C): 0.06, atom 4 (C): -0.89, atom 5 (N): -0.37, atom 6 (O): -0.71, atom 7 (O): -0.58, atom 8 (O): -0.41, atom 9 (S): 1.21, atom 10 (H): 0.29, atom 11 (H): 0.22, atom 12 (H): 0.19, atom 13 (H): 0.29, atom 14 (H): 0.33, atom 15 (H): 0.33, atom 16 (H): 0.36, atom 17 (H): 0.29, atom 18 (H): 0.42

---

Model 2:
DFT (ωB97M-V with the def2-TZVPD basis set) results for a cluster of 2 separate species, C4H9NO3S in total.

CARTESIAN COORDINATES (ANGSTROEM)
1 C -1.992 1.210 0.425
2 C -2.401 -0.093 -0.010
3 C -2.957 -1.271 0.080
4 C 3.208 -0.194 -0.246
5 N 0.796 -0.296 1.220
6 O 1.500 1.798 0.192
7 O 0.914 -0.054 -1.376
8 O -1.705 0.675 -0.884
9 S 1.519 0.375 0.070
10 H -2.706 2.025 0.417
11 H -1.127 1.315 1.066
12 H -0.021 0.217 -1.420
13 H -3.455 -1.577 0.979
14 H -2.930 -1.961 -0.747
15 H 3.868 0.390 0.381
16 H 3.279 -1.246 -0.009
17 H 3.398 -0.017 -1.293
18 H 0.812 -1.295 1.158

Its HOMO energy is -0.35512 Ha. The structure (SMILES) is C[S@@](=N)(=O)O.C=C1CO1. The value obtained for the LUMO energy is 0.70 eV. As for the molar mass: 151.2 g/mol. The frontier orbital gap is 10.366 eV.

The net atomic charges from Mulliken, expressed in e, are: atom 1 (C): -0.18, atom 2 (C): 0.61, atom 3 (C): -0.87, atom 4 (C): -1.01, atom 5 (N): -0.60, atom 6 (O): -0.64, atom 7 (O): -0.48, atom 8 (O): -0.55, atom 9 (S): 1.11, atom 10 (H): 0.25, atom 11 (H): 0.21, atom 12 (H): 0.45, atom 13 (H): 0.24, atom 14 (H): 0.25, atom 15 (H): 0.33, atom 16 (H): 0.35, atom 17 (H): 0.34, atom 18 (H): 0.21

---

Order from most stable to least stable according to the calculation: model 2, model 1